No. 1
Below is a cluster of 2 separate species, C2H11N2O in total at a distorted geometry, with properties calculated with ωB97M-V/def2-TZVPD.

Calculated values
- HOMO-LUMO gap: 11.4 eV
- Net charge: +1
- Relative energy (zero: lowest compared OMol25 entry of this formula, charge and spin): 0.381 eV
- Spin multiplicity: 1

Structure (XYZ):
```
16
Properties=species:S:1:pos:R:3:forces:R:3:mulliken_charge:R:1
C 0.850 -0.148 1.295 -1.422 -0.845 -1.599 -0.46
N 1.366 -1.489 0.981 0.805 0.206 0.145 -0.62
C 0.500 0.485 -0.073 1.355 -0.250 0.661 -0.63
N -0.179 -0.542 -0.919 -0.888 0.720 0.295 -0.23
H -0.139 -0.337 1.705 0.142 0.284 1.055 0.36
H 1.494 0.503 1.870 -0.089 0.131 0.246 0.37
H 1.452 -2.044 1.825 -0.238 -0.102 -0.041 0.25
H 2.322 -1.430 0.623 -0.153 0.020 0.046 0.21
H -0.093 1.388 -0.012 -0.030 0.008 -0.093 0.29
H 1.460 0.639 -0.556 -0.033 0.504 -0.367 0.38
H -0.096 -0.239 -1.886 0.355 -0.665 -0.230 0.35
H -1.188 -0.552 -0.759 -0.035 0.060 0.353 0.31
H 0.226 -1.455 -0.621 0.214 0.056 -0.373 0.41
H -2.645 2.450 -0.839 0.101 -0.178 0.235 0.32
H -2.875 1.267 -1.736 -0.116 -0.058 0.073 0.32
O -2.457 1.502 -0.898 0.031 0.111 -0.405 -0.63
```
Forces are in eV/Å.

No. 2
Below is the molecule C22H27NO5, with properties calculated with ωB97M-V/def2-TZVPD.

Calculated values
- HOMO-LUMO gap: 9.1 eV
- Net charge: 0
- Relative energy (zero: lowest compared OMol25 entry of this formula, charge and spin): 1.577 eV
- SMILES: CCCCOC(=O)[C@@H]1[C@H]2C(=O)N([C@@H](C)c3ccc(OC)cc3)C[C@]23C=C[C@H]1O3
- Spin multiplicity: 1

Structure (XYZ):
```
55
Properties=species:S:1:pos:R:3:forces:R:3:mulliken_charge:R:1
C -8.109 -0.272 0.564 0.014 -0.241 -0.027 -1.17
C -7.380 -1.551 0.169 0.135 0.172 -0.077 -0.51
C -5.883 -1.342 -0.050 0.070 -0.063 0.244 -0.41
C -5.150 -0.951 1.232 -0.461 0.141 -0.210 -0.58
O -3.732 -0.983 1.043 0.104 -0.369 0.106 -0.33
C -3.175 0.077 0.461 0.388 0.265 0.035 0.13
O -3.777 1.060 0.113 -0.161 0.032 0.034 -0.60
C -1.695 -0.146 0.267 0.068 -0.022 0.022 0.00
C -0.927 1.110 -0.131 0.173 -0.103 0.054 0.00
C 0.323 1.456 0.671 -0.648 -0.101 -0.262 -0.24
O 0.397 1.464 1.879 0.048 -0.078 0.525 -0.70
N 1.294 1.771 -0.216 0.305 0.188 -0.322 0.28
C 2.678 2.127 0.079 0.100 0.060 0.337 -0.28
C 2.794 3.003 1.325 0.010 -0.023 -0.116 -1.65
C 3.532 0.883 0.190 0.123 0.164 -0.339 0.13
C 3.226 -0.105 1.122 0.104 -0.084 -0.022 0.06
C 3.996 -1.241 1.216 0.138 -0.099 -0.044 -0.99
C 5.101 -1.424 0.381 -0.068 0.121 -0.009 0.92
O 5.796 -2.581 0.559 -0.276 0.100 0.167 -0.46
C 6.918 -2.823 -0.253 0.171 -0.028 -0.131 -0.86
C 5.411 -0.441 -0.550 0.288 -0.360 0.001 -0.36
C 4.625 0.696 -0.639 -0.235 0.106 0.170 -0.85
C 0.961 1.490 -1.603 -0.153 -0.205 -0.149 -0.78
C -0.318 0.695 -1.501 -0.166 0.502 0.023 0.98
C -1.461 0.676 -2.484 0.177 -0.285 -0.027 -1.21
C -2.165 -0.400 -2.154 0.251 -0.084 -0.247 -0.63
C -1.414 -1.040 -1.003 -0.482 -0.157 0.162 -0.03
O -0.079 -0.696 -1.291 0.463 0.073 0.220 -0.57
H -7.795 0.071 1.546 -0.012 0.122 0.110 0.31
H -7.909 0.517 -0.157 0.001 0.141 -0.055 0.30
H -9.183 -0.446 0.594 -0.104 0.070 0.045 0.37
H -7.810 -1.932 -0.760 -0.014 -0.088 0.053 0.31
H -7.531 -2.311 0.940 -0.042 -0.102 -0.031 0.32
H -5.439 -2.267 -0.426 0.045 0.013 -0.021 0.32
H -5.725 -0.560 -0.795 0.036 -0.015 -0.042 0.28
H -5.348 -1.669 2.030 0.019 0.079 -0.048 0.35
H -5.437 0.055 1.549 0.029 -0.161 0.053 0.38
H -1.271 -0.629 1.149 -0.038 0.051 -0.032 0.70
H -1.587 1.979 -0.192 0.107 -0.016 -0.007 0.57
H 3.022 2.713 -0.785 -0.014 -0.116 0.115 0.53
H 2.182 3.895 1.213 -0.062 0.108 0.042 0.41
H 3.832 3.298 1.456 0.088 0.043 -0.027 0.43
H 2.462 2.465 2.205 0.026 0.028 0.043 0.34
H 2.376 0.021 1.774 -0.136 0.018 0.107 0.46
H 3.766 -2.013 1.934 -0.037 -0.096 0.095 0.43
H 7.308 -3.790 0.063 0.011 0.073 -0.059 0.24
H 7.690 -2.060 -0.111 -0.037 -0.021 -0.019 0.34
H 6.646 -2.873 -1.312 0.014 0.019 0.040 0.34
H 6.256 -0.547 -1.213 0.079 -0.055 -0.037 0.39
H 4.879 1.451 -1.371 0.004 0.079 -0.074 0.34
H 1.751 0.896 -2.070 -0.021 0.047 -0.035 0.37
H 0.816 2.419 -2.167 0.033 -0.093 -0.024 0.26
H -1.663 1.439 -3.208 -0.187 0.203 -0.183 0.45
H -3.093 -0.762 -2.550 -0.293 0.037 -0.120 0.51
H -1.537 -2.107 -0.847 0.026 0.013 -0.004 0.62
```
Forces are in eV/Å.

no.,LUMO (eV)
1,-3.19
2,0.77